[1]
75
Properties=species:S:1:pos:R:3:mulliken_charge:R:1 method="wB97M-V/def2-TZVPD" e_tot_ev=-187892.72695 total_charge=+3 e_homo_ev="-15.1450 / -16.5133" spin_multiplicity=5 e_above_lowest_ev=3.2811
Ir 0.584 1.189 0.387 0.598
P -1.299 -2.402 1.660 0.773
P -0.135 1.675 2.288 0.655
P 2.528 0.079 0.444 0.908
H 0.511 -0.517 -3.097 -0.217
C 0.945 -1.496 -2.964 -0.042
C 0.186 -2.528 -2.602 -0.419
H -0.875 -2.390 -2.757 -0.012
C -2.969 -2.243 0.915 -0.613
C -1.587 -2.368 3.442 -1.223
C -0.298 -3.839 1.374 -1.046
C -0.108 3.490 2.405 -1.470
C -1.890 1.224 2.443 -0.541
C 0.876 1.061 3.649 -1.049
C 3.415 -0.793 -0.883 -1.016
C 2.662 -1.154 1.802 -0.923
C 3.652 1.235 1.252 -1.149
H 2.032 -1.517 -2.905 0.597
H 0.567 -3.404 -2.081 0.318
H -2.873 -2.265 -0.189 0.142
H -3.421 -1.260 1.193 -0.014
H -3.711 -3.017 1.206 0.543
H -1.923 -1.389 3.782 0.300
H -0.664 -2.625 3.969 0.416
H -2.347 -3.102 3.744 0.461
H -0.334 -4.171 0.339 0.349
H -0.570 -4.677 2.019 0.447
H 0.728 -3.553 1.613 0.349
H -0.322 3.588 3.468 0.533
H -0.949 3.839 1.795 0.430
H 0.858 3.911 2.091 0.368
H -1.956 0.867 3.477 0.522
H -2.254 0.472 1.718 -0.674
H -2.402 2.185 2.277 0.540
H 0.531 1.750 4.431 0.527
H 1.948 1.211 3.449 0.248
H 0.648 0.009 3.881 0.245
H 4.178 -1.484 -0.500 0.624
H 3.859 -0.082 -1.583 0.230
H 2.725 -1.421 -1.432 -0.049
H 3.247 -1.965 1.407 0.534
H 1.699 -1.497 2.148 -0.297
H 3.193 -0.687 2.631 0.484
H 4.503 0.695 1.646 0.552
H 3.124 1.650 2.098 0.179
H 4.003 2.017 0.610 0.059
C 2.642 2.146 -1.862 0.605
C 2.583 1.456 -3.082 -0.564
C 3.732 1.426 -3.888 -0.730
C 4.867 2.149 -3.520 -0.506
C 4.951 2.819 -2.282 -0.921
C 3.855 2.788 -1.470 -0.423
Se 1.171 3.016 -0.868 0.092
H -0.480 -1.318 1.101 -0.019
H 1.634 1.035 -3.379 0.651
H 3.701 0.861 -4.834 0.452
H 5.716 2.228 -4.174 0.450
H 5.799 3.393 -1.921 0.470
H 3.892 3.443 -0.570 0.600
C -2.710 -0.379 -3.660 -0.638
N -3.637 -0.378 -2.519 0.253
C -4.737 -1.250 -2.283 -0.422
C -5.318 -0.802 -1.122 -0.490
N -4.598 0.328 -0.695 0.376
C -4.858 1.196 0.438 -0.871
C -3.422 0.385 -1.410 -0.346
Se -1.842 1.370 -1.040 0.075
H -2.252 -1.365 -3.718 0.349
H -1.960 0.374 -3.404 0.078
H -3.224 -0.111 -4.596 0.328
H -4.959 -2.129 -2.905 0.454
H -6.134 -1.254 -0.571 0.478
H -5.909 1.484 0.499 0.398
H -4.561 0.690 1.357 0.321
H -4.253 2.098 0.317 0.320



[2]
75
Properties=species:S:1:pos:R:3:mulliken_charge:R:1 method="wB97M-V/def2-TZVPD" e_tot_ev=-208171.39844 total_charge=+3 e_homo_ev="-16.4506 / -16.3588" spin_multiplicity=2
Ti 0.176 -0.544 -0.356 -0.464
P -0.111 0.932 -2.466 1.075
P 0.734 0.958 1.878 0.747
P -2.155 -0.026 0.196 1.152
H -1.252 -5.767 -3.282 0.342
C -1.852 -5.233 -4.032 -0.659
C -1.628 -3.939 -4.366 -0.378
H -0.796 -3.358 -3.979 0.253
C 1.126 0.925 -3.799 -1.033
C 0.214 2.489 -1.541 -0.860
C -1.660 1.242 -3.348 -1.399
C 0.565 0.089 3.491 -1.270
C 2.402 1.671 2.148 -1.134
C -0.241 2.478 2.235 -1.345
C -3.252 -0.879 -0.982 -0.796
C -2.949 1.625 0.219 -1.331
C -2.647 -0.682 1.825 -0.917
H -2.695 -5.798 -4.451 0.282
H -2.304 -3.462 -5.081 0.249
H 1.089 -0.039 -4.318 0.422
H 2.144 1.059 -3.412 0.266
H 0.886 1.732 -4.506 0.497
H 1.060 2.410 -0.843 -0.294
H -0.670 2.808 -0.973 0.272
H 0.454 3.294 -2.252 0.563
H -1.914 0.344 -3.917 0.459
H -1.523 2.076 -4.043 0.511
H -2.472 1.479 -2.662 0.354
H 0.927 0.744 4.296 0.488
H 1.150 -0.839 3.475 0.393
H -0.483 -0.168 3.673 0.329
H 2.475 2.060 3.174 0.602
H 2.590 2.482 1.433 0.402
H 3.166 0.902 2.008 0.208
H 0.218 3.017 3.076 0.528
H -1.272 2.228 2.508 0.402
H -0.246 3.134 1.356 0.346
H -4.279 -0.728 -0.626 0.520
H -3.040 -1.953 -1.031 -0.052
H -3.148 -0.455 -1.988 0.285
H -4.007 1.462 0.468 0.524
H -2.887 2.116 -0.758 0.363
H -2.506 2.279 0.975 0.287
H -3.729 -0.871 1.795 0.504
H -2.437 0.037 2.629 0.439
H -2.125 -1.623 2.042 0.050
C -0.584 -3.604 0.693 0.108
C -0.756 -3.779 -0.685 0.397
C -1.985 -4.212 -1.135 -0.601
C -3.033 -4.503 -0.274 -0.529
C -2.811 -4.467 1.103 -0.455
C -1.576 -4.048 1.583 -0.890
Se 0.868 -2.544 1.231 -0.124
H -0.357 -0.776 -2.110 0.326
H 0.032 -3.493 -1.394 0.627
H -2.133 -4.315 -2.186 0.031
H -3.999 -4.791 -0.685 0.468
H -3.618 -4.746 1.781 0.460
H -1.359 -4.001 2.651 0.562
C 4.133 2.006 -1.111 -0.724
N 4.566 0.851 -0.347 0.396
C 5.643 0.846 0.522 -0.429
C 5.747 -0.412 1.023 -0.456
N 4.718 -1.164 0.474 0.326
C 4.515 -2.602 0.642 -0.322
C 3.982 -0.387 -0.366 -0.459
Se 2.551 -0.967 -1.404 -0.094
H 3.040 2.064 -1.133 0.000
H 4.494 1.979 -2.145 0.320
H 4.540 2.909 -0.646 0.352
H 6.233 1.718 0.699 0.514
H 6.447 -0.826 1.708 0.522
H 4.998 -3.160 -0.178 0.319
H 4.977 -2.907 1.590 0.304
H 3.434 -2.823 0.659 -0.135



[3]
70
Properties=species:S:1:pos:R:3:nbo_charge:R:1 method="wB97M-V/def2-TZVPD" e_tot_ev=-45148.76383 total_charge=+1 e_homo_ev=-11.7150 smiles="CCCCCCCCCCCCCCCCCC[C@H]1C[C@@H]([PH2]=S)C=[NH+]1"
C 0.945 -3.390 -1.009 -0.629
C 0.195 -3.996 0.230 -0.391
C 0.357 -3.204 1.584 -0.453
C 0.423 -1.626 1.462 -0.415
C 1.781 -1.073 2.072 -0.409
C 3.092 -1.678 1.441 -0.405
C 3.812 -0.672 0.461 -0.398
C 3.033 -0.389 -0.870 -0.414
C 3.914 0.610 -1.741 -0.402
C 3.059 1.526 -2.681 -0.399
C 2.018 2.447 -1.938 -0.414
C 2.505 3.036 -0.553 -0.412
C 1.515 2.562 0.579 -0.407
C 0.069 3.133 0.385 -0.409
C -1.005 2.349 1.238 -0.408
C -2.388 3.069 1.054 -0.410
C -3.010 2.953 -0.390 -0.427
C -2.720 1.598 -1.126 -0.405
C -3.706 0.430 -0.717 -0.064
C -3.443 -0.992 -1.365 -0.413
C -4.028 -1.876 -0.170 -0.572
P -2.540 -2.779 0.629 0.800
S -3.261 -4.182 1.776 -0.549
C -4.394 -0.888 0.988 0.278
N -4.182 0.356 0.680 -0.436
H 0.773 -4.094 -1.869 0.224
H 2.042 -3.289 -0.884 0.232
H 0.464 -2.425 -1.322 0.187
H 0.648 -5.010 0.404 0.237
H -0.878 -4.199 -0.021 0.169
H 1.232 -3.523 2.197 0.243
H -0.549 -3.456 2.202 0.226
H 0.193 -1.223 0.448 0.195
H -0.383 -1.225 2.142 0.188
H 1.824 0.042 2.092 0.213
H 1.764 -1.394 3.150 0.211
H 2.960 -2.685 0.978 0.200
H 3.809 -1.835 2.293 0.216
H 4.814 -1.076 0.176 0.216
H 3.936 0.298 1.013 0.198
H 1.989 -0.030 -0.711 0.188
H 2.954 -1.329 -1.478 0.201
H 4.540 -0.040 -2.407 0.215
H 4.599 1.172 -1.059 0.201
H 3.720 2.080 -3.399 0.217
H 2.460 0.829 -3.333 0.197
H 1.038 1.905 -1.868 0.185
H 1.818 3.326 -2.607 0.217
H 3.573 2.845 -0.316 0.222
H 2.389 4.153 -0.605 0.208
H 1.897 2.994 1.543 0.211
H 1.521 1.454 0.720 0.200
H 0.054 4.198 0.738 0.212
H -0.271 3.155 -0.680 0.197
H -0.760 2.384 2.333 0.223
H -1.039 1.272 0.935 0.185
H -2.203 4.164 1.228 0.232
H -3.121 2.782 1.862 0.178
H -4.118 3.120 -0.362 0.211
H -2.545 3.754 -1.020 0.238
H -2.941 1.777 -2.213 0.239
H -1.654 1.270 -1.092 0.223
H -4.645 0.734 -1.262 0.222
H -2.391 -1.229 -1.645 0.238
H -4.103 -1.038 -2.260 0.257
H -4.808 -2.628 -0.437 0.310
H -1.897 -1.794 1.441 0.005
H -1.616 -3.226 -0.357 0.027
H -4.769 -1.363 1.920 0.280
H -4.360 1.083 1.371 0.466



[4]
79
Properties=species:S:1:pos:R:3:mulliken_charge:R:1 method="wB97M-V/def2-TZVPD" e_tot_ev=-51389.84696 total_charge=+1 e_homo_ev=-11.0246
C 6.027 0.097 2.192 -0.998
C 5.364 1.452 2.515 -0.356
C 4.397 1.842 1.396 -0.539
O 3.111 2.250 2.007 -0.293
P 1.972 2.744 1.044 0.409
N 1.338 4.151 1.664 -0.454
C 1.205 4.164 2.895 0.685
O 1.088 4.191 4.028 -0.291
B 0.562 1.382 0.956 0.750
O 0.854 0.235 0.315 -0.434
O -0.586 1.734 1.537 -0.393
C -1.330 0.650 2.192 -0.121
C -1.750 1.123 3.585 -1.085
H 6.999 0.044 2.671 0.360
H 5.387 -0.718 2.515 0.332
H 6.199 0.032 1.121 0.131
H 6.136 2.208 2.612 0.343
H 4.788 1.388 3.434 0.276
H 4.216 0.967 0.776 0.388
H 4.797 2.656 0.795 0.392
H 2.499 3.091 -0.204 0.121
H 0.054 -0.088 -0.129 0.279
H -0.761 -0.272 2.219 0.391
H -2.239 0.499 1.619 0.246
H -1.451 0.393 4.332 0.342
H -1.272 2.066 3.838 0.283
H -2.822 1.281 3.621 0.255
C -3.275 -2.994 -2.262 -0.309
C -1.969 -2.439 -2.823 -0.596
C -1.798 -1.179 -1.990 -0.243
O -2.385 -1.438 -0.714 -0.323
C -3.157 -2.650 -0.784 -0.559
H -3.408 -4.059 -2.438 0.445
H -4.119 -2.471 -2.708 0.030
H -1.148 -3.133 -2.630 0.306
H -2.003 -2.242 -3.893 0.249
H -2.326 -0.331 -2.443 0.210
H -0.747 -0.897 -1.859 0.188
H -2.622 -3.431 -0.234 0.299
H -4.121 -2.489 -0.303 0.293
C 8.916 -2.000 -2.248 -0.556
C 9.009 -0.482 -2.384 -0.566
C 7.811 -0.026 -1.563 -0.387
O 7.629 -1.000 -0.531 -0.353
C 8.435 -2.153 -0.813 -0.496
H 9.856 -2.515 -2.434 0.338
H 8.170 -2.393 -2.941 0.264
H 9.935 -0.122 -1.931 0.278
H 8.974 -0.130 -3.413 0.333
H 6.901 0.006 -2.174 0.276
H 7.960 0.956 -1.109 0.268
H 9.274 -2.168 -0.111 0.288
H 7.839 -3.053 -0.658 0.273
C -6.494 3.588 5.666 -0.561
C -4.991 3.463 5.429 -0.450
C -4.625 2.329 6.377 -0.289
O -5.769 1.480 6.456 -0.397
C -6.896 2.133 5.865 -0.418
H -7.031 4.067 4.849 0.341
H -6.681 4.159 6.578 0.270
H -4.801 3.168 4.393 0.182
H -4.436 4.378 5.629 0.391
H -4.404 2.707 7.381 0.292
H -3.769 1.745 6.033 0.128
H -7.115 1.648 4.907 0.255
H -7.761 2.015 6.517 0.275
C -4.391 -2.837 -7.471 -0.546
C -4.401 -1.434 -6.870 -0.604
C -4.943 -1.702 -5.473 -0.298
O -4.511 -3.019 -5.115 -0.340
C -3.992 -3.684 -6.272 -0.440
H -3.709 -2.949 -8.313 0.335
H -5.394 -3.107 -7.807 0.262
H -3.382 -1.045 -6.812 0.268
H -5.005 -0.721 -7.427 0.352
H -6.038 -1.682 -5.460 0.288
H -4.576 -0.989 -4.731 0.209
H -2.902 -3.747 -6.176 0.247
H -4.393 -4.696 -6.313 0.275



[5]
79
Properties=species:S:1:pos:R:3:mulliken_charge:R:1 method="wB97M-V/def2-TZVPD" e_tot_ev=-67143.52966 e_homo_ev=-8.7496
C 4.952 -2.864 -0.340 -1.398
C 3.554 -2.433 -0.021 0.878
Cl 3.218 -2.373 1.667 -0.165
C 2.623 -2.146 -0.937 -0.755
Cl 3.084 -2.355 -2.596 -0.219
C 1.208 -1.737 -0.636 -0.661
O 0.314 -2.479 -1.493 -0.594
C -0.914 -2.613 -0.807 -0.512
C -1.417 -1.264 -0.282 -0.763
N -0.653 -0.149 -0.900 -0.229
C 0.857 -0.243 -0.774 1.563
C 1.161 0.610 0.495 0.400
O 1.193 -0.015 1.557 -0.651
O 1.162 1.845 0.285 -0.732
C 1.376 0.467 -2.030 -0.281
C 2.823 0.937 -1.981 -2.034
F 1.083 -0.291 -3.167 -0.382
H 5.365 -3.364 0.531 0.428
H 5.577 -1.995 -0.536 0.273
H 4.976 -3.570 -1.162 0.383
H 1.009 -2.079 0.377 0.866
H -1.635 -3.035 -1.503 0.452
H -0.797 -3.319 0.016 0.292
H -1.247 -1.217 0.790 0.382
H -2.481 -1.135 -0.431 0.447
H -0.964 0.748 -0.523 0.529
H -0.880 -0.137 -1.897 0.550
H 0.753 1.361 -2.115 0.587
H 3.301 0.751 -2.938 0.393
H 3.369 0.444 -1.181 0.317
H 2.844 1.991 -1.748 0.586
C -6.090 -2.621 2.132 -1.299
C -4.604 -2.569 2.448 0.232
C -4.318 -1.681 3.647 -1.234
O -3.875 -2.100 1.305 -0.426
H -6.464 -1.622 1.889 0.352
H -6.277 -3.259 1.268 0.328
H -6.660 -3.004 2.979 0.390
H -4.237 -3.576 2.643 0.241
H -4.638 -0.654 3.449 0.350
H -3.247 -1.654 3.855 0.340
H -4.837 -2.037 4.538 0.395
H -4.189 -1.209 1.117 0.320
C 3.456 6.058 -1.653 -1.284
C 4.552 5.046 -1.947 0.410
C 5.665 5.655 -2.786 -1.348
O 4.003 3.907 -2.609 -0.394
H 3.000 6.407 -2.584 0.334
H 2.669 5.602 -1.051 0.304
H 3.848 6.923 -1.116 0.388
H 4.964 4.674 -1.009 0.278
H 5.275 5.992 -3.751 0.354
H 6.440 4.915 -2.988 0.326
H 6.120 6.509 -2.282 0.382
H 3.628 4.202 -3.446 0.268
C -4.293 -0.613 9.386 -1.248
C -4.698 -1.673 8.373 0.346
C -3.554 -2.636 8.089 -1.214
O -5.135 -1.057 7.161 -0.527
H -3.461 -0.017 9.002 0.330
H -5.123 0.068 9.577 0.314
H -3.987 -1.063 10.331 0.375
H -5.557 -2.229 8.750 0.270
H -2.700 -2.099 7.666 0.316
H -3.860 -3.389 7.361 0.300
H -3.227 -3.142 8.997 0.395
H -4.393 -0.556 6.804 0.347
C 0.512 1.891 -6.088 -0.675
C 1.180 1.094 -7.198 0.325
C 0.580 -0.299 -7.318 -1.062
O 2.583 1.006 -6.960 -0.559
H 0.659 1.392 -5.126 -0.166
H 0.953 2.885 -6.011 0.296
H -0.560 1.998 -6.262 0.385
H 1.068 1.622 -8.146 0.313
H 0.725 -0.856 -6.388 0.158
H 1.071 -0.858 -8.115 0.322
H -0.489 -0.255 -7.530 0.360
H 2.710 0.541 -6.125 0.347



[6]
75
Properties=species:S:1:pos:R:3:mulliken_charge:R:1 method="wB97M-V/def2-TZVPD" e_tot_ev=-36329.06067 total_charge=-1 e_homo_ev="-1.8758 / -1.8749" spin_multiplicity=3 e_above_lowest_ev=0.0000
C 2.067 0.796 1.788 -1.153
C 0.690 1.293 1.340 0.673
F 0.095 1.937 2.435 -0.374
C -0.182 0.175 0.780 -1.226
N -1.530 0.490 0.444 -0.335
C -2.412 0.500 1.572 -0.813
N -2.946 1.857 1.889 -0.640
H 2.834 1.437 1.367 0.311
H 2.275 -0.216 1.461 0.246
H 2.163 0.866 2.863 0.326
H 0.826 2.028 0.556 0.091
H 0.333 -0.102 -0.144 0.297
H -0.087 -0.702 1.448 0.437
H -3.290 -0.113 1.336 0.208
H -1.947 0.086 2.473 0.505
H -2.546 2.222 2.742 0.364
H -2.633 2.436 1.123 0.133
C -6.169 0.500 -1.687 -1.967
C -5.093 1.460 -2.258 1.938
C -4.531 2.352 -1.155 -0.921
C -5.491 3.446 -0.698 -0.648
C -5.997 4.262 -1.888 -1.249
C -6.611 3.389 -2.982 1.697
N -5.667 2.297 -3.363 0.465
O -4.753 2.740 -4.155 -0.627
C -7.960 2.825 -2.501 -1.812
C -6.921 4.233 -4.212 -1.869
C -3.965 0.589 -2.795 -1.881
H -6.560 0.831 -0.725 0.304
H -7.006 0.377 -2.374 0.381
H -5.752 -0.493 -1.532 0.513
H -3.608 2.820 -1.509 0.504
H -4.250 1.729 -0.305 -0.005
H -6.333 3.014 -0.148 0.263
H -4.978 4.101 0.007 0.427
H -6.743 4.991 -1.557 0.416
H -5.165 4.836 -2.308 0.385
H -8.363 2.116 -3.225 0.361
H -8.678 3.640 -2.399 0.439
H -7.905 2.335 -1.533 0.354
H -6.043 4.765 -4.575 0.370
H -7.677 4.975 -3.955 0.413
H -7.310 3.614 -5.023 0.443
H -4.317 -0.047 -3.611 0.476
H -3.596 -0.043 -1.988 0.443
H -3.124 1.178 -3.150 0.340
C 5.879 -2.833 3.568 -1.775
C 5.321 -3.604 2.343 1.826
C 6.255 -4.752 1.955 -1.360
C 7.545 -4.293 1.277 -0.449
C 7.238 -3.380 0.091 -1.279
C 6.342 -2.201 0.466 1.513
N 5.128 -2.685 1.184 0.818
O 4.280 -3.179 0.350 -0.623
C 7.134 -1.193 1.320 -1.742
C 5.913 -1.447 -0.786 -1.870
C 3.973 -4.178 2.763 -1.995
H 6.942 -3.013 3.734 0.324
H 5.726 -1.761 3.469 0.300
H 5.362 -3.129 4.480 0.476
H 5.726 -5.425 1.273 0.400
H 6.486 -5.334 2.850 0.344
H 8.196 -3.783 1.994 0.271
H 8.103 -5.165 0.931 0.396
H 8.166 -2.996 -0.340 0.386
H 6.751 -3.968 -0.693 0.367
H 6.480 -0.401 1.684 0.326
H 7.907 -0.729 0.708 0.453
H 7.639 -1.642 2.172 0.336
H 5.428 -2.098 -1.510 0.382
H 6.794 -1.016 -1.262 0.426
H 5.227 -0.637 -0.536 0.415
H 3.269 -3.382 3.007 0.474
H 4.115 -4.797 3.648 0.473
H 3.531 -4.801 1.988 0.381